Entry 1:
Here is a structure of composition C57H38N6O6SZr at a distorted geometry from the OMol25 dataset. Energies are from ωB97M-V/def2-TZVPD.

Values from the calculation:
* E_LUMO (spin up / spin down): -1.910 / -1.909 eV
* strongest force on any atom: 0.081 hartree/bohr
* E_HOMO (spin up / spin down): -6.52 / -6.52 eV
* charge: 0

Geometry as XYZ:
```
109
Properties=species:S:1:pos:R:3:lowdin_charge:R:1
Zr -7.7355 -17.6038 11.6263 1.864
C -5.6483 -23.1268 5.8909 -0.093
C -6.2679 -23.6261 7.0359 -0.084
C -6.6340 -22.7983 8.0804 -0.051
C -6.4075 -21.4089 8.0084 -0.188
C -5.7524 -20.8925 6.8729 -0.038
C -5.4729 -21.7631 5.8048 -0.081
C -6.7737 -20.4735 9.1390 -0.043
C -8.1176 -20.4938 9.6136 -0.240
C -9.1332 -21.3772 9.0706 -0.002
C -10.2340 -21.2402 9.9215 -0.032
C -9.9471 -20.1910 10.8573 -0.225
N -8.6018 -19.7570 10.7326 0.041
C -10.9900 -19.6028 11.6930 -0.130
C -10.2549 -18.4614 13.5312 -0.314
C -10.8438 -17.7981 14.7074 0.033
C -9.8598 -17.2874 15.4550 0.025
C -8.5989 -17.4464 14.7723 -0.194
C -7.4716 -16.7555 15.2649 -0.091
C -7.6423 -15.6626 16.3258 -0.192
C -7.3663 -15.9900 17.6679 -0.051
C -7.2696 -15.0096 18.6462 -0.075
C -7.4826 -13.6504 18.2737 -0.081
C -7.7485 -13.3256 16.9430 -0.098
C -7.7948 -14.2818 15.9591 -0.015
C -6.2418 -16.8473 14.5879 -0.213
N -5.9160 -17.5821 13.4552 0.055
C -4.5739 -17.2943 13.1721 -0.234
C -3.8509 -17.7853 12.1046 -0.066
C -2.3937 -17.4258 11.9886 -0.163
C -1.7438 -17.1027 10.7675 -0.047
C -0.4343 -16.6617 10.7501 -0.095
C 0.3289 -16.4872 11.8903 -0.098
C -0.2699 -16.8894 13.0569 -0.086
C -1.5687 -17.4501 13.0991 -0.054
C -4.4150 -18.5664 11.0899 -0.209
C -3.5456 -19.2401 10.1704 -0.017
C -4.3391 -19.9473 9.2969 0.008
C -5.7176 -19.7468 9.7174 -0.252
N -5.7508 -18.8949 10.8168 0.043
C -4.0955 -16.2608 14.0674 0.017
C -5.1070 -16.0176 14.9741 0.024
N -8.7943 -18.1455 13.5692 -0.004
C -12.3664 -19.2461 11.0347 -0.257
C -12.4012 -19.0772 9.5773 -0.008
C -13.6070 -19.0297 8.8845 -0.069
C -14.8546 -19.3169 9.4880 -0.086
C -14.8880 -19.6820 10.7914 -0.027
C -13.6671 -19.8898 11.5985 -0.173
H -5.3212 -23.8155 5.1149 0.106
H -6.4896 -24.7010 7.1240 0.111
H -7.1073 -23.2196 8.9789 0.127
H -5.5120 -19.8535 6.8607 0.105
H -5.0718 -21.3945 4.8433 0.111
H -8.8933 -21.9894 8.1967 0.102
H -11.1662 -21.7727 9.9122 0.105
H -11.8868 -17.7297 14.8809 0.115
H -9.9775 -16.8220 16.4380 0.129
H -7.2216 -17.0058 17.9710 0.108
H -6.9767 -15.1679 19.6824 0.098
H -7.4824 -12.8839 19.0432 0.095
H -7.9916 -12.2958 16.7113 0.102
H -7.8887 -13.9864 14.8946 0.128
H -2.2553 -17.0985 9.8299 0.107
H 0.0084 -16.4947 9.7528 0.112
H 1.3338 -16.0339 11.8810 0.113
H 0.2110 -16.7948 14.0463 0.110
H -1.8957 -17.8793 14.0579 0.127
H -2.4641 -19.2225 10.2453 0.108
H -4.0225 -20.6876 8.5519 0.115
H -3.0813 -15.8145 14.0121 0.125
H -5.1918 -15.3125 15.7966 0.116
H -11.4632 -19.0220 8.9874 0.120
H -13.5673 -18.6756 7.8692 0.095
H -15.7746 -19.2134 8.9020 0.111
H -15.8221 -19.9270 11.2324 0.107
H -13.5942 -20.9457 11.9054 0.162
O -7.2429 -13.8485 10.5813 -0.305
S -6.7498 -14.7724 11.5714 0.472
O -5.9329 -14.2685 12.6421 -0.286
O -6.0834 -16.1132 10.9402 -0.506
O -7.9816 -15.6155 12.2834 -0.532
O -14.1842 -21.4038 15.6503 0.082
C -14.3225 -20.2264 14.9335 -0.417
O -15.3300 -19.5899 15.0493 0.128
C -13.1762 -19.8343 13.9390 -0.091
C -11.9269 -20.3193 14.0921 0.011
C -10.7790 -19.9341 13.2497 -0.068
C -10.8938 -18.0486 12.1653 -0.229
C -12.4949 -18.0149 12.0449 0.022
C -13.5519 -18.9309 12.7881 -0.129
N -10.0604 -17.2070 11.3801 0.056
C -10.4639 -16.6471 10.2517 -0.044
C -9.5926 -16.5109 9.1670 -0.235
C -10.0511 -15.8930 7.9846 -0.002
C -9.1557 -15.5989 7.0024 -0.042
C -7.8025 -15.9684 7.1534 -0.008
C -7.3952 -16.4991 8.3756 -0.089
N -8.2608 -16.8316 9.3638 0.048
H -13.5940 -22.0437 15.2206 0.106
H -11.7306 -20.9890 14.9260 0.128
H -9.9513 -20.6671 13.2935 0.161
H -12.9612 -17.1375 11.5500 0.151
H -14.4715 -18.3225 12.9080 0.159
H -11.4389 -16.1370 10.1751 0.149
H -11.0897 -15.5275 7.9820 0.131
H -9.5592 -15.1560 6.0942 0.117
H -7.0362 -15.7864 6.3520 0.133
H -6.3376 -16.7531 8.4933 0.123
```

***

Entry 2:
Here is a structure of composition C57H42FN6O4Se2Tl at a distorted geometry from the OMol25 dataset. Energies are from ωB97M-V/def2-TZVPD.

Values from the calculation:
* E_LUMO (spin up / spin down): 2.964 / 2.963 eV
* strongest force on any atom: 0.059 hartree/bohr
* E_HOMO (spin up / spin down): -2.24 / -2.24 eV
* charge: -2

Geometry as XYZ:
```
113
Properties=species:S:1:pos:R:3:lowdin_charge:R:1
Tl 18.8100 15.8872 11.8453 1.080
C 22.4405 24.7819 9.9267 -0.129
O 21.1648 24.4321 10.3209 -0.104
C 20.8300 23.1167 10.2897 -0.295
C 20.0061 22.6503 11.3208 0.026
C 19.6174 21.2900 11.3580 0.008
C 20.1703 20.3394 10.4703 -0.198
C 21.0389 20.8446 9.5067 -0.056
C 21.3278 22.1784 9.3619 -0.034
C 19.8140 18.9175 10.4832 -0.035
C 20.9626 18.0440 10.7623 -0.242
C 22.2610 18.4594 11.0816 -0.012
C 22.9654 17.3085 11.2801 -0.009
C 22.0892 16.2069 11.0250 -0.260
N 20.8276 16.6983 10.7862 0.069
C 22.3663 14.8417 11.0854 -0.043
C 21.4019 13.8083 11.1617 -0.207
C 21.7234 12.3644 11.0489 -0.004
C 20.5949 11.6641 11.3425 -0.003
C 19.5497 12.6666 11.4979 -0.219
C 18.1615 12.4515 11.8444 -0.053
C 17.8281 11.3356 12.7945 -0.184
C 18.1517 9.9841 12.6095 -0.041
C 17.9114 9.1171 13.6476 -0.018
C 17.4261 9.5409 14.8989 -0.260
O 17.2304 8.6417 15.8930 -0.095
C 16.5882 9.0754 17.0644 -0.090
C 17.1173 10.9055 15.0674 0.006
C 17.3325 11.7599 14.0272 -0.057
C 17.1476 13.3105 11.4510 -0.259
N 17.3155 14.5249 10.7878 0.038
C 16.0449 14.9851 10.5850 -0.240
C 15.7555 16.2321 10.0947 -0.100
C 14.3163 16.4959 9.7941 -0.215
C 13.5364 17.1888 10.6947 0.015
C 12.2069 17.5006 10.3519 0.017
C 11.7403 17.1600 9.1175 -0.311
O 10.3950 17.4495 8.9317 -0.096
C 9.8051 16.9071 7.7185 -0.089
C 12.4678 16.4312 8.2375 -0.044
C 13.7733 16.0742 8.5505 0.006
C 16.7027 17.2569 9.9206 -0.223
C 16.3873 18.5958 9.4629 -0.002
C 17.5103 19.3186 9.5755 -0.025
C 18.5299 18.4704 10.1293 -0.247
N 18.0047 17.1955 10.2853 0.021
C 15.0361 14.0416 11.0756 0.041
C 15.7628 13.0653 11.6613 -0.004
N 20.0592 13.9046 11.3478 0.059
C 23.7933 14.3901 10.9560 -0.214
C 24.4085 13.6145 11.9098 -0.017
C 25.7467 13.3184 11.7937 0.017
C 26.4198 13.7225 10.6449 -0.287
O 27.7478 13.3287 10.6548 -0.096
C 28.5865 13.7897 9.6147 -0.101
C 25.8317 14.4611 9.6768 -0.011
C 24.4713 14.8471 9.8606 -0.001
H 22.6303 25.8179 10.2756 0.093
H 22.5797 24.7446 8.8255 0.085
H 23.1805 24.0985 10.3891 0.102
H 19.5507 23.3615 11.9815 0.110
H 18.9103 20.9796 12.1284 0.016
H 21.4964 20.2545 8.7346 0.116
H 21.9105 22.5031 8.4771 0.113
H 22.5624 19.4583 11.2166 0.098
H 23.9958 17.1631 11.6052 0.114
H 22.6695 11.9221 10.7655 0.103
H 20.4318 10.6223 11.3826 0.073
H 18.5678 9.6797 11.6689 0.099
H 18.1636 8.0580 13.5138 0.112
H 16.5981 8.2317 17.7481 0.085
H 15.5565 9.4080 16.9019 0.100
H 17.1194 9.9555 17.4543 0.088
H 16.6830 11.2925 15.9617 0.068
H 16.9839 12.7906 14.1871 0.088
H 13.9544 17.4625 11.6548 0.134
H 11.5097 17.9347 10.9776 0.097
H 8.7937 17.2270 7.7137 0.065
H 9.8336 15.8034 7.6926 0.093
H 10.2808 17.2813 6.7873 0.093
H 12.0399 15.9714 7.3227 0.110
H 14.4237 15.5976 7.8525 0.112
H 15.3798 18.8506 9.2069 0.108
H 17.5484 20.3804 9.3599 0.121
H 13.9781 14.0870 11.0884 0.105
H 15.4152 12.1532 12.1576 0.127
H 23.7495 13.2754 12.7345 0.125
H 26.2513 12.7810 12.5439 0.106
H 29.6306 13.7142 9.9555 0.092
H 28.3989 14.8118 9.3206 0.076
H 28.4873 13.1582 8.7491 0.082
H 26.3019 14.8077 8.7735 0.099
H 23.9790 15.4059 9.0880 0.122
Se 15.2120 14.5163 16.0652 0.329
C 15.8595 13.4686 17.3451 -1.100
N 16.3277 12.9273 18.2435 -0.041
Se 16.9484 19.6230 13.1482 0.476
C 18.4208 19.6287 14.0946 -1.061
N 19.4360 19.6120 14.6550 -0.006
F 23.6049 12.8134 15.5704 0.030
C 22.5454 13.5594 15.1981 -0.315
C 21.3711 12.9303 14.9099 -0.011
C 20.2862 13.6855 14.5060 -0.024
C 20.3874 15.0673 14.3024 -0.292
C 19.1614 15.8928 13.9408 -0.192
C 21.6271 15.6618 14.5414 -0.051
C 22.7262 14.9263 14.9134 -0.023
H 21.3493 11.8459 15.0865 0.129
H 19.3089 13.2312 14.3593 0.101
H 19.3341 16.9777 14.2431 0.051
H 18.2594 15.5568 14.4465 0.041
H 21.6822 16.7382 14.4120 0.121
H 23.7120 15.4541 15.0543 0.130
```

***

Entry 3:
Here is a structure of composition C57H43Br2GaN2OP2S4 from the OMol25 dataset. Energies are from ωB97M-V/def2-TZVPD.

Values from the calculation:
* E_LUMO: -5.583 eV
* strongest force on any atom: 0.019 hartree/bohr
* E_HOMO: -11.64 eV
* charge: +2

Geometry as XYZ:
```
112
Properties=species:S:1:pos:R:3:lowdin_charge:R:1
Ga 0.9984 -0.6940 -0.0350 0.142
O -0.6701 -1.3188 0.8592 -0.557
S -0.9345 -0.2206 1.9289 1.003
C -0.5920 -1.0193 3.4276 -0.334
C -1.2911 -2.1066 3.9144 -0.030
C -1.0582 -2.5911 5.2135 0.022
C -0.1462 -1.9310 6.0038 -0.112
C 0.2592 -2.1140 7.4464 -0.075
C 1.3721 -1.0550 7.6939 -0.075
C 1.5227 -0.3354 6.3764 -0.123
C 2.3463 0.6690 5.9458 0.026
C 2.3237 1.0272 4.5802 -0.039
C 1.4414 0.4934 3.6542 -0.287
P 1.7688 0.8319 1.8684 1.037
C 1.1472 2.5224 1.6587 -0.354
C 1.5103 3.2710 0.5397 -0.121
C 1.1585 4.6080 0.4518 -0.058
C 0.4008 5.1962 1.4546 -0.044
C -0.0022 4.4464 2.5495 -0.048
C 0.3763 3.1164 2.6584 -0.071
C 3.5836 0.9654 1.9165 -0.437
C 4.2770 -0.1552 2.3758 -0.154
C 5.6401 -0.0952 2.6016 -0.077
C 6.3272 1.0911 2.3720 -0.051
C 5.6457 2.2084 1.9148 -0.051
C 4.2759 2.1512 1.6884 -0.107
C 0.4754 -0.4286 4.1413 -0.153
C 0.6071 -0.8771 5.4577 -0.081
C -2.6377 0.1556 1.8693 -0.292
C -3.4271 0.0448 2.9922 -0.034
C -4.7846 0.4058 2.9950 0.015
C -5.3218 0.8801 1.8337 -0.125
C -6.7320 1.2902 1.5000 -0.080
C -6.6505 1.8564 0.0609 -0.080
C -5.2289 1.6063 -0.3664 -0.128
C -4.5959 1.8359 -1.5535 0.025
C -3.2334 1.5202 -1.6437 -0.074
C -2.4726 1.0070 -0.6016 -0.234
P -0.7511 0.7182 -1.1928 1.104
C -0.1799 2.2225 -2.0214 -0.373
C 0.9822 2.1082 -2.7868 -0.158
C 1.4667 3.1953 -3.4946 -0.044
C 0.7920 4.4101 -3.4390 -0.049
C -0.3539 4.5321 -2.6687 -0.061
C -0.8363 3.4458 -1.9497 -0.086
C -1.1414 -0.4523 -2.5458 -0.366
C -1.7784 -1.6405 -2.1729 -0.101
C -2.2560 -2.5060 -3.1405 -0.052
C -2.0983 -2.2014 -4.4868 -0.057
C -1.4455 -1.0374 -4.8609 -0.053
C -0.9688 -0.1592 -3.8957 -0.080
C -3.1237 0.7324 0.6482 -0.111
C -4.4952 1.0522 0.6991 -0.070
H -2.0568 -2.5637 3.2989 0.135
H -1.6142 -3.4476 5.5713 0.130
H 0.6218 -3.1272 7.6236 0.131
H -0.5979 -1.9712 8.1054 0.131
H 2.3117 -1.5257 7.9851 0.130
H 1.1086 -0.3620 8.4932 0.130
H 3.0524 1.1543 6.6073 0.128
H 3.0641 1.7428 4.2447 0.122
H 2.1115 2.8291 -0.2404 0.079
H 1.4812 5.1897 -0.4009 0.115
H 0.1307 6.2420 1.3856 0.118
H -0.5885 4.9035 3.3356 0.116
H 0.0918 2.5480 3.5346 0.106
H 3.7435 -1.0761 2.5836 0.110
H 6.1660 -0.9696 2.9616 0.117
H 7.3911 1.1458 2.5618 0.118
H 6.1746 3.1375 1.7488 0.117
H 3.7613 3.0394 1.3515 0.097
H -2.9995 -0.3310 3.9104 0.108
H -5.3688 0.2928 3.8981 0.130
H -7.1231 2.0113 2.2170 0.130
H -7.3862 0.4176 1.5429 0.133
H -6.8673 2.9256 0.0365 0.132
H -7.3600 1.3770 -0.6131 0.130
H -5.1110 2.2452 -2.4127 0.132
H -2.7539 1.6870 -2.6005 0.113
H 1.4862 1.1511 -2.8681 0.026
H 2.3534 3.0881 -4.1059 0.121
H 1.1633 5.2606 -3.9955 0.118
H -0.8818 5.4762 -2.6289 0.118
H -1.7248 3.5591 -1.3428 0.111
H -1.9286 -1.8760 -1.1263 0.100
H -2.7591 -3.4172 -2.8447 0.118
H -2.4797 -2.8746 -5.2432 0.119
H -1.3143 -0.7986 -5.9085 0.119
H -0.4940 0.7592 -4.2125 0.106
Br 4.9696 -2.2885 -0.2053 0.684
C 5.2561 -0.7060 -1.2326 -0.943
Br 3.7743 0.5578 -1.3240 0.701
H 5.4265 -1.0259 -2.2526 0.001
H 6.1019 -0.1654 -0.8291 0.010
S 2.2826 -1.6079 -6.5603 0.675
C 1.8424 -2.2028 -5.0994 -1.068
S 2.4030 -1.4085 -3.6423 0.923
C 1.4983 -2.5296 -2.6764 -1.002
N 0.8775 -3.4104 -3.3578 0.028
N 1.0665 -3.2618 -4.7058 -0.105
C 0.4256 -4.2699 -5.5183 -0.189
C -0.1812 -5.3436 -4.8648 -0.034
C -0.7966 -6.3387 -5.6018 -0.071
C -0.8175 -6.2826 -6.9891 -0.074
C -0.2233 -5.2098 -7.6277 -0.064
C 0.3960 -4.1964 -6.9048 -0.042
S 1.5073 -2.6768 -0.9270 0.687
H -0.1649 -5.3992 -3.7884 0.101
H -1.2548 -7.1711 -5.0844 0.109
H -1.2938 -7.0665 -7.5621 0.110
H -0.2280 -5.1489 -8.7080 0.113
H 0.8381 -3.3687 -7.4281 0.027
```

***

no.,molecular weight (g mol⁻¹),E (a.u.)
1,1026.3,-3420.098160
2,1256.3,-7901.972799
3,1191.7,-11730.490460